65
Properties=species:S:1:pos:R:3:forces:R:3:lowdin_charge:R:1 method="wB97M-V/def2-TZVPD" orbital_gap_ev=8.796 e_lumo_ev=-0.09 largest_force_ev_per_a=0.452 smiles="N[C@@]1(I)COC(=O)[C@@H]1CC(=O)Br.COCCOCCOC.COCCOCCOC" total_charge=0
C -2.515 2.732 2.216 0.0343 -0.1663 0.0909 -0.17
H -3.978 4.894 0.808 0.1326 0.0187 -0.0558 0.09
C -4.308 2.977 0.294 -0.1354 0.0517 0.0096 -0.79
C 4.848 3.648 -4.415 0.0698 0.0312 -0.0357 -0.21
C -0.509 -6.840 1.482 0.0422 -0.0757 0.0043 -0.21
C -0.193 -5.423 1.061 0.0776 -0.0183 0.0092 -0.19
H 1.478 1.813 -3.419 0.0312 -0.0298 -0.0224 0.13
H 0.961 -2.325 4.064 -0.0102 0.0038 0.0052 0.09
C -2.018 -8.013 2.857 0.0619 -0.0510 0.0577 -0.12
H 0.306 -4.886 1.870 -0.0658 -0.0144 0.0314 0.12
C -2.171 -4.114 1.539 -0.0573 0.0302 0.0347 -0.18
H 1.511 2.978 -1.196 0.0112 0.0131 -0.0159 0.10
H -2.884 2.032 2.966 -0.0751 0.0419 -0.0004 0.12
C 3.286 2.814 0.516 0.0837 -0.0999 0.0687 -0.12
H -2.438 -4.825 2.325 0.0610 0.0050 0.0085 0.12
C -4.511 2.071 -0.917 0.1388 -0.1915 0.0295 -0.17
H -2.566 -7.905 3.792 0.0080 -0.0102 0.0015 0.09
H -5.527 2.028 -1.295 -0.0240 -0.0497 0.0292 0.12
O -3.045 -0.035 1.335 0.2426 -0.3418 0.1703 0.16
H -2.734 -8.111 2.033 0.0032 0.0048 -0.0026 0.09
O -0.646 -3.114 3.123 0.1218 -0.0840 -0.1809 -0.19
H 5.698 4.346 -4.392 0.0057 0.0002 -0.0623 0.13
H 4.280 2.977 0.929 -0.0002 -0.0258 -0.0022 0.09
H -2.468 -2.293 2.607 0.0128 0.0599 -0.0355 0.12
O -1.218 -6.866 2.706 -0.1205 0.1209 -0.0796 -0.19
C 2.401 2.194 -2.977 -0.0228 -0.0619 0.0077 -0.18
C 3.834 4.100 -3.390 0.0530 0.0496 0.0156 -0.19
H 0.494 -5.490 0.214 0.0311 0.0338 0.0331 0.13
Br -0.176 4.167 1.306 -0.0180 0.0992 -0.0459 0.73
H -5.143 4.708 -0.305 0.0419 -0.0213 -0.1574 0.09
H 0.690 -1.686 2.426 -0.0008 -0.0069 -0.0054 0.09
I -5.961 2.500 1.733 0.0376 0.0577 0.0062 0.86
O -4.117 0.761 -0.469 -0.1896 0.1536 0.0649 0.02
C 5.759 1.658 -5.284 0.0987 0.0163 0.0143 -0.11
H 4.984 1.609 -6.057 -0.0034 0.0037 0.0041 0.09
H -2.290 2.562 0.059 0.0681 0.1746 0.1853 0.15
O 5.299 2.336 -4.140 -0.1839 -0.0513 0.0026 -0.19
C -3.361 0.882 0.654 -0.1309 0.1753 -0.2666 -0.50
H 0.438 -7.389 1.591 -0.0230 -0.0508 -0.0274 0.13
O 2.563 3.488 -3.534 -0.0157 0.0106 -0.0132 -0.12
H -1.415 -8.927 2.905 0.0074 0.0033 -0.0132 0.09
H 6.648 2.138 -5.712 -0.0059 0.0144 -0.0009 0.09
H 6.020 0.647 -4.979 0.0109 0.0052 -0.0036 0.09
H 1.777 1.220 -1.185 -0.0328 0.0238 0.0401 0.13
H 4.396 3.695 -5.413 -0.0278 -0.0185 0.0111 0.13
C -1.636 -2.839 2.145 -0.0231 0.0312 0.0978 -0.21
H 2.724 3.753 0.558 0.0185 -0.0168 -0.0282 0.05
H 2.764 2.070 1.131 -0.0358 0.0183 -0.0043 0.09
H -2.818 3.749 2.466 0.0349 -0.0148 0.0761 0.11
H -1.222 -2.205 1.352 -0.0013 -0.0090 -0.0140 0.12
O 3.450 2.368 -0.810 0.0016 0.1737 -0.0954 -0.19
C -3.037 2.352 0.842 0.1097 -0.0472 -0.2900 -0.28
O -1.314 -4.707 0.575 -0.0125 -0.0152 -0.0247 -0.12
H 4.228 3.972 -2.380 -0.0013 -0.0682 -0.0218 0.12
H -1.095 -7.327 0.692 -0.0233 0.0265 0.0002 0.12
H 3.659 5.166 -3.560 0.0101 0.0021 0.0519 0.13
H -3.075 -3.851 0.986 -0.0152 -0.0321 0.0202 0.13
C -1.004 2.653 2.254 0.0560 -0.3105 0.1666 -0.75
C 2.217 2.186 -1.477 -0.0429 -0.0603 0.0465 -0.21
H -3.820 2.391 -1.703 -0.0939 0.0777 -0.0291 0.14
C 0.200 -2.012 3.351 -0.0528 0.0492 0.1063 -0.11
N -4.243 4.352 -0.006 -0.0600 0.0026 0.1538 0.06
O -0.332 1.821 2.748 -0.2355 0.3174 -0.1367 0.08
H -0.347 -1.157 3.767 -0.0086 -0.0003 -0.0200 0.08
H 3.221 1.530 -3.260 0.0315 0.0425 0.0361 0.12